The following is a quantum chemistry calculation of a molecular structure, C36H46AsBrN4RuSi in a non-equilibrium geometry, from the OMol25 dataset.

```
90
Properties=species:S:1:pos:R:3:mulliken_charge:R:1
Ru -1.4014 1.1262 1.1394 -0.091
C -5.2079 -3.7964 1.3004 -1.450
C -4.3430 -2.6053 1.0308 0.856
C -4.1835 -2.0567 -0.2421 -0.455
C -3.4053 -0.9222 -0.4242 -1.085
C -2.7787 -0.3752 0.6959 0.931
Br -1.4563 2.7111 -0.9536 -0.462
N -2.8966 -0.9267 1.8889 0.081
C -3.6505 -1.9968 2.0744 -0.721
H -5.8656 -4.0078 0.4618 0.403
H -5.8118 -3.6284 2.1893 0.384
H -4.5930 -4.6778 1.4745 0.284
H -4.6792 -2.5068 -1.0922 0.419
H -3.3002 -0.4660 -1.4023 0.560
H -3.7104 -2.3774 3.0875 0.456
C 3.3575 -4.7504 -3.7836 -1.620
C 2.6716 -3.5766 -3.1594 0.709
C 3.3343 -2.7202 -2.2927 -1.024
C 2.7071 -1.6058 -1.7478 0.565
C 3.4947 -0.7128 -0.8376 -1.466
C 1.3806 -1.3413 -2.0833 0.660
As 0.4130 0.2864 -1.4759 2.365
N 0.2004 0.0324 0.2976 1.415
C 0.3881 -1.2088 0.8547 0.539
C -0.2212 -2.3668 0.3441 -0.425
C 0.0176 -3.5950 0.9212 -1.141
C 0.8886 -3.7111 1.9948 -0.917
C 1.5086 -2.5796 2.5014 -0.900
C 1.2615 -1.3417 1.9468 -0.346
C 1.7290 1.7445 -1.7503 0.242
C 2.0291 1.9597 -3.1010 -0.441
C 1.3351 1.1971 -4.1872 -1.578
C 2.9623 2.9217 -3.4488 -1.154
C 3.5744 3.7170 -2.4947 0.490
C 4.5743 4.7612 -2.8813 -1.580
C 3.2091 3.5380 -1.1669 -0.988
C 2.2864 2.5772 -0.7761 0.426
C 1.9294 2.4852 0.6767 -0.548
C 0.6883 -2.2065 -2.9390 0.548
C -0.7367 -1.9740 -3.3531 -1.803
C 1.3433 -3.3134 -3.4565 -0.883
H 4.3823 -4.8401 -3.4346 0.385
H 3.3623 -4.6351 -4.8667 0.340
H 2.8223 -5.6705 -3.5547 0.357
H 4.3664 -2.9106 -2.0340 0.407
H 4.2970 -1.2725 -0.3612 0.489
H 2.8591 -0.2897 -0.0609 -0.155
H 3.9403 0.1040 -1.4090 0.332
H -0.8807 -2.2701 -0.5119 0.603
H -0.4660 -4.4756 0.5249 0.534
H 1.0912 -4.6794 2.4234 0.433
H 2.1977 -2.6685 3.3280 0.510
H 1.7557 -0.4577 2.3296 0.317
H 0.2520 1.3126 -4.0774 0.282
H 1.5775 0.1322 -4.1415 0.254
H 1.6266 1.5784 -5.1594 0.536
H 3.2062 3.0598 -4.4915 0.362
H 4.7258 4.7697 -3.9587 0.369
H 5.5331 4.5673 -2.3989 0.345
H 4.2317 5.7469 -2.5648 0.355
H 3.6470 4.1786 -0.4157 0.435
H 2.4230 3.2764 1.2363 0.509
H 2.2373 1.5274 1.0969 0.202
H 0.8449 2.5907 0.8202 -0.321
H -1.2205 -1.2267 -2.7191 -0.025
H -1.3000 -2.9027 -3.3025 0.487
H -0.7709 -1.6121 -4.3814 0.433
H 0.8015 -3.9740 -4.1196 0.492
N 0.4227 2.2088 3.8407 -0.600
C 0.6554 1.7508 5.0838 -0.474
C 0.1049 0.4917 5.1577 -1.049
C -0.4551 0.2683 3.8981 -0.385
N -0.2584 1.3182 3.1106 0.895
H 0.6750 3.1115 3.4644 0.096
H 1.1782 2.3324 5.8143 0.488
H 0.1045 -0.1783 5.9912 0.498
H -0.9835 -0.5984 3.5403 0.593
C -2.9717 4.3631 1.5055 -1.265
Si -3.2244 2.5316 2.0664 0.756
C -3.0623 2.5603 3.9961 -1.160
C -4.9488 1.8889 1.4809 -1.056
H -3.5033 5.0262 2.1805 0.416
H -3.3459 4.5194 0.4990 0.323
H -1.9266 4.6643 1.5030 0.326
H -3.9863 2.9666 4.3939 0.472
H -2.2531 3.2109 4.3166 0.283
H -2.9085 1.5802 4.4366 0.293
H -5.7101 2.6077 1.7674 0.456
H -5.2019 0.9308 1.9252 0.263
H -4.9858 1.7756 0.4015 0.311
```

Properties
* multiplicity: 6
* net charge: +1
* frontier orbital gap (spin up / spin down): 7.82 / 5.18 eV


The following is a quantum chemistry calculation of H7N4OP in the gas phase in a non-equilibrium geometry, from the OMol25 dataset.

```
13
Properties=species:S:1:pos:R:3:mulliken_charge:R:1
N -1.9559 1.3182 1.1466 -0.564
N -1.1121 0.9569 0.1142 -0.356
P 0.5545 0.0125 0.5714 0.223
O -0.1712 -1.2877 1.2175 -0.449
N 0.7143 -0.5939 -1.0522 -0.219
N 1.8232 -1.4222 -1.3427 -0.531
H -2.3099 0.4767 1.6251 0.247
H -1.4609 1.8287 1.8293 0.235
H -0.8357 1.8151 -0.4306 0.274
H -0.9672 -1.2149 0.7808 0.377
H 0.7007 0.1767 -1.6770 0.254
H 1.6657 -2.1664 -0.7280 0.271
H 2.6526 -0.8299 -1.4712 0.237
```

Properties
* frontier orbital gap: 9.35 eV


The following is a quantum chemistry calculation of a molecular structure, H39O20 in a non-equilibrium geometry, from the OMol25 dataset.

```
59
Properties=species:S:1:pos:R:3:mulliken_charge:R:1
O 1.7354 2.5412 -0.9334 -0.607
H -3.8389 -0.7573 2.4871 0.338
O 1.3239 -1.7996 -2.5890 -0.622
H 1.1163 -1.6723 -1.6230 0.444
H 1.9559 -2.5380 -2.4274 0.247
O -1.5302 0.9761 -4.3912 -0.629
H 1.2464 0.0624 1.3137 0.366
H -1.7020 0.1631 -4.8758 0.294
O -1.3900 -3.2282 -3.2574 -0.672
H -1.7582 -3.5672 -2.4635 0.283
H 0.0451 2.0701 1.7729 0.294
O -0.0572 3.0600 1.9395 -0.578
H 2.3607 -3.3949 1.3538 0.325
H -0.5847 1.1555 -4.5207 0.338
O 1.2782 0.2663 -5.3610 -0.650
H 2.0301 2.0143 -1.6278 0.323
H 0.7529 2.5237 -0.9304 0.300
O -1.6464 0.7981 2.6558 -0.506
H 2.0451 3.4495 2.7612 0.343
H -1.0811 1.1398 3.3413 0.366
O -2.9328 -2.7048 3.6699 -0.613
H -0.9273 0.3862 2.0830 -0.033
H -0.4275 -1.4600 2.6293 0.409
O -1.6436 -0.0574 -0.5635 -0.638
H -1.4509 0.8148 -1.0547 0.310
H -2.5786 0.0260 -0.8300 0.234
O -4.7634 -1.0597 2.4765 -0.680
H -4.6178 -2.0239 2.5480 0.315
H 1.0515 -1.7799 0.6413 0.415
O 2.0201 -3.7036 2.1748 -0.647
H -0.5643 -2.6417 -3.1235 0.392
H 1.1024 -3.8891 1.9565 0.300
O 4.3136 -1.5838 2.6864 -0.640
H -0.7271 3.3939 1.3362 0.250
H 1.7188 1.0618 -5.0124 0.330
O 1.9259 -2.3183 -0.1338 -1.138
H 2.5070 -1.6455 0.1559 0.263
H -2.3470 -3.4061 3.3979 0.295
O 1.9844 0.6370 1.5059 -0.589
H -2.3289 -2.2730 4.2736 0.291
H 2.3287 1.2191 0.7971 0.282
O 3.2565 2.3813 -3.9651 -0.652
H 3.0630 3.0538 -3.2706 0.309
H 4.0445 1.9888 -3.5164 0.331
O -3.8704 2.6935 -2.1791 -0.521
H -3.7520 3.3750 -2.7930 0.271
H 3.4138 -1.3678 2.5038 0.314
O -0.5129 -2.0636 3.3551 -0.681
H -4.7436 2.8628 -1.8619 0.271
H 0.2024 -2.7190 3.3010 0.243
O -0.0127 -1.3422 0.9608 -0.475
H 1.7777 -0.3837 -4.8784 0.292
H 4.3548 -2.2197 1.9859 0.323
O -2.1850 2.1508 0.2920 -0.544
H -1.8125 1.2574 0.4606 0.557
H -3.0956 2.0641 0.5332 0.223
O 2.5174 4.2779 2.5055 -0.631
H 1.9450 4.9857 2.1892 0.281
H -0.5348 -1.2500 0.1383 -0.017
```

Properties
* net charge: -1
* frontier orbital gap: 8.79 eV


The following is a quantum chemistry calculation of a molecular structure, C18H12F6MnN3P, from the OMol25 dataset.

```
41
Properties=species:S:1:pos:R:3:mulliken_charge:R:1
Mn -0.0036 0.7201 -1.0951 0.178
C -3.7663 -1.0216 -2.0060 -0.849
C -2.4467 -0.5902 -2.1600 0.005
N -1.6627 -0.3247 -1.1115 -0.048
C -2.1660 -0.4266 0.1426 1.337
C -3.4807 -0.8362 0.3776 0.528
C -4.2929 -1.1401 -0.7422 -0.518
C -3.8987 -0.9566 1.7214 -0.523
C -3.0308 -0.7092 2.7889 -1.185
C -1.7171 -0.3565 2.5647 -0.673
C -1.2548 -0.1915 1.2363 0.473
N -0.0148 0.0543 0.7734 0.364
C 1.2183 -0.1869 1.2465 0.344
C 1.6644 -0.3742 2.5801 -0.620
C 2.9733 -0.7309 2.8164 -1.209
C 3.8573 -0.9609 1.7566 -0.506
C 3.4596 -0.8162 0.4092 0.550
C 4.2895 -1.1022 -0.7018 -0.544
C 3.7819 -0.9654 -1.9718 -0.865
C 2.4633 -0.5369 -2.1389 -0.009
N 1.6647 -0.2876 -1.0972 0.029
C 2.1478 -0.4038 0.1618 1.418
H -4.3532 -1.2435 -2.8864 0.461
H -2.0055 -0.4425 -3.1379 0.528
H -5.3152 -1.4693 -0.5972 0.510
H -4.9196 -1.2606 1.9278 0.496
H -3.3936 -0.8042 3.8034 0.466
H -1.0757 -0.1631 3.4123 0.413
H 1.0100 -0.2012 3.4220 0.367
H 3.3219 -0.8461 3.8339 0.467
H 4.8743 -1.2711 1.9729 0.497
H 5.3098 -1.4328 -0.5457 0.508
H 4.3827 -1.1742 -2.8461 0.462
H 2.0333 -0.3836 -3.1212 0.556
F -0.0715 1.1233 -2.7862 -0.545
P 0.0476 3.6970 -1.3973 1.221
F -1.0592 4.5416 -2.0348 -0.269
F 0.4555 4.6154 -0.2748 -0.164
F 0.9569 3.7465 -2.6120 -0.127
F -1.0685 2.6521 -0.8871 -0.164
F 1.0851 2.4600 -0.7969 -0.360
```

Properties
* multiplicity: 3
* net charge: +3
* frontier orbital gap (spin up / spin down): 5.40 / 5.31 eV


The following is a quantum chemistry calculation of a gas-phase ion, C5H6NO2S2 (charge -1) in a non-equilibrium geometry, from the OMol25 dataset.

```
16
Properties=species:S:1:pos:R:3:mulliken_charge:R:1
C -0.6266 0.6011 -1.2639 0.729
C -1.7353 1.2774 -1.1202 -0.158
C -0.7844 0.5759 1.6963 0.632
C 0.0112 0.3143 -2.6460 -1.324
C 0.1532 0.1013 2.7421 -1.104
N -1.7648 1.1822 1.5154 -0.671
O -1.9610 2.3203 -3.1599 -0.607
O -3.5569 0.4598 -2.8534 -0.574
S 0.3004 -0.1063 0.0099 -0.466
S -3.0766 1.7589 -2.3285 0.528
H -0.1503 1.2313 -3.0831 0.353
H 0.9717 -0.0513 -2.4397 0.480
H -0.7199 -0.4038 -3.0783 0.284
H 0.2086 -1.0239 2.5681 0.290
H 1.1435 0.4785 2.8877 0.308
H -0.4463 -0.0186 3.7202 0.299
```

Properties
* net charge: -1
* frontier orbital gap: 6.64 eV


Electronic energy list, top to bottom, in eV: -185372.1267 -17408.0133 -41584.2094 -80221.0310 -32533.8791